No. 1
The molecule C21H29N3OS2, computed with wB97M-V/def2-TZVPD.

The geometry in XYZ format:
```
56
Properties=species:S:1:pos:R:3:forces:R:3
C -2.47629 -1.70714 -2.68337 -0.167 0.018 -0.204
H -3.50348 -1.66263 -2.30676 0.037 -0.021 -0.005
O -1.53960 -1.69724 -1.63656 0.218 -0.213 0.454
C -1.56241 -2.73764 -0.73547 0.122 0.067 0.042
C -2.44666 -3.79923 -0.78579 -0.052 0.145 -0.177
C -2.38022 -4.80895 0.16479 0.029 -0.081 0.092
C -1.43395 -4.75306 1.16647 -0.185 -0.078 -0.133
C -0.54778 -3.69009 1.23344 -0.005 0.016 0.063
C -0.59229 -2.67516 0.28966 -0.197 -0.352 -0.030
N 0.22987 -1.55092 0.26744 0.190 0.537 -0.416
C 1.42229 -1.29529 0.84849 -0.029 -0.072 0.126
N 2.01323 -0.12385 0.47314 -0.280 -0.035 -0.066
C 1.61648 0.63914 -0.69117 -0.267 0.559 -0.154
H 1.23177 -0.03019 -1.46579 0.052 0.042 0.004
H 2.51816 1.11872 -1.08481 -0.030 -0.103 -0.048
C 0.56940 1.72994 -0.39077 0.324 -0.375 -0.160
N -0.71272 1.13931 -0.04551 0.001 0.031 0.008
C -1.01488 1.12199 1.37363 0.040 0.132 0.196
C -1.58925 2.41457 1.97317 -0.143 -0.274 -0.023
C -3.04828 2.64694 1.57953 0.078 0.206 -0.019
H -3.53944 3.24295 2.35190 -0.068 -0.084 0.005
C -3.24446 3.36027 0.23674 0.066 -0.039 0.019
C -2.21140 3.01424 -0.83888 -0.130 -0.154 0.037
H -1.30772 3.60576 -0.67949 0.042 0.029 -0.077
H -2.61736 3.31282 -1.80804 0.071 0.052 -0.030
C -1.81762 1.52893 -0.89888 0.032 0.244 -0.229
H -1.52625 1.27771 -1.92321 -0.107 -0.048 0.010
H -2.67408 0.90458 -0.63688 -0.073 -0.096 -0.087
H -3.21311 4.44118 0.39435 -0.092 0.006 -0.006
H -4.24321 3.11917 -0.13424 -0.035 0.085 -0.020
H -3.55400 1.67889 1.55846 -0.049 -0.026 0.060
H -1.53010 2.31914 3.05952 0.062 0.039 0.014
H -0.97736 3.27181 1.68695 0.112 0.081 0.060
H -0.09528 0.85933 1.90126 -0.038 -0.084 -0.006
H -1.73191 0.31171 1.54722 0.040 -0.019 0.100
H 0.94714 2.37146 0.41406 -0.021 0.085 -0.048
H 0.47520 2.34434 -1.28974 -0.016 0.066 0.047
C 3.20674 0.34902 1.14483 0.130 0.002 0.377
C 4.42887 0.21909 0.29807 0.044 -0.250 -0.139
C 5.36448 1.16635 0.01422 -0.247 -0.107 0.143
C 6.39975 0.68749 -0.81983 0.198 -0.111 -0.141
C 6.22611 -0.61251 -1.16450 -0.241 -0.189 0.053
S 4.80545 -1.28731 -0.46995 0.178 0.468 0.108
H 6.84787 -1.22561 -1.78595 0.173 -0.085 -0.146
H 7.22852 1.28916 -1.14767 0.159 0.066 -0.079
H 5.32167 2.17253 0.39304 -0.077 0.189 0.092
H 3.31926 -0.25059 2.05595 -0.053 0.288 -0.179
H 3.07230 1.40032 1.42455 0.027 -0.035 -0.046
S 2.15784 -2.28355 1.96143 0.341 -0.521 0.414
H -0.17693 -0.78604 -0.27276 0.031 0.076 0.159
H 0.18459 -3.64994 2.02052 -0.039 0.048 -0.038
H -1.37985 -5.53409 1.90891 0.009 -0.070 0.072
H -3.07482 -5.63343 0.10974 -0.062 -0.069 -0.007
H -3.19114 -3.85952 -1.56398 -0.038 0.046 -0.086
H -2.27206 -0.81404 -3.27240 -0.051 -0.062 0.001
H -2.36107 -2.59080 -3.31908 -0.009 0.028 0.043
```
Forces are in eV/Å.

Values from the calculation:
- Spin multiplicity: 1
- E_HOMO: -7.74 eV
- Electronic energy: -1853.47885 Ha
- Energy relative to the best compared isomer or geometry (same formula, charge and spin): 47.10 kJ/mol

Let us look at the Mulliken charges, expressed in e, one per atom: C -1.14; H 0.42; O -0.30; C 0.86; C -0.46; C -0.70; C -0.93; C -0.55; C 0.27; N 0.46; C 0.41; N 0.56; C -1.47; H 0.36; H 0.66; C -0.63; N 0.71; C -0.94; C -0.91; C -0.62; H 0.40; C -0.76; C -0.80; H 0.36; H 0.40; C -1.17; H 0.45; H 0.48; H 0.38; H 0.31; H 0.27; H 0.45; H 0.28; H 0.41; H 0.46; H 0.18; H 0.62; C -1.24; C 0.52; C -0.61; C -0.44; C -0.51; S -0.07; H 0.43; H 0.38; H 0.42; H 0.51; H 0.24; S -0.44; H -0.20; H 0.32; H 0.39; H 0.39; H 0.42; H 0.27; H 0.43

=====

No. 2
A structure of composition C4H8N2O2 at a distorted geometry, computed with wB97M-V/def2-TZVPD.

The geometry in XYZ format:
```
16
Properties=species:S:1:pos:R:3:forces:R:3
C 2.74275 0.01160 0.38089 -1.085 0.885 0.200
C 0.50568 -0.63474 0.08369 0.598 2.447 -1.081
C -0.56916 -1.09431 -0.49335 -0.359 -0.318 -0.068
C -1.94127 -0.71917 -0.01091 1.642 0.158 0.449
H 2.13735 0.07393 1.57513 2.654 -0.144 -3.712
H 2.92792 1.18002 -0.09836 -0.377 -3.483 1.643
H 3.66652 -0.68984 0.27127 -1.472 1.755 0.796
H 0.24811 0.13959 0.80984 1.267 -0.172 0.505
H -0.33077 -1.82507 -1.21731 -0.853 -0.799 -1.157
H -3.19977 0.76864 0.17215 0.052 0.312 0.305
H -0.93308 0.97795 -1.22893 -1.766 2.883 2.135
H -0.62430 1.77210 0.19306 -1.198 0.571 -0.856
N -2.19825 0.65018 0.28623 -0.592 -1.450 -0.546
N -1.47289 1.65721 -0.42581 3.414 -2.879 -1.747
O 1.75401 -0.67195 -0.52247 -0.256 0.712 3.012
O -2.71286 -1.59614 0.22487 -1.669 -0.478 0.122
```
Forces are in eV/Å.

Values from the calculation:
- Spin multiplicity: 1
- E_HOMO: -9.30 eV
- Electronic energy: -417.04543 Ha
- Energy relative to the best compared isomer or geometry (same formula, charge and spin): 552.73 kJ/mol

Let us look at the Mulliken charges, expressed in e, one per atom: C -0.51; C 0.19; C -0.71; C 0.33; H 0.28; H 0.21; H 0.24; H 0.26; H 0.35; H 0.29; H 0.41; H 0.32; N -0.08; N -0.70; O -0.33; O -0.54

=====

No. 3
The molecule C19H25NO3S at a distorted geometry, computed with wB97M-V/def2-TZVPD.

The geometry in XYZ format:
```
49
Properties=species:S:1:pos:R:3:forces:R:3
O -4.03202 1.38399 -0.89290 0.616 -1.144 0.560
O 2.15065 0.07909 0.01513 -1.314 -1.055 1.322
O 4.07551 2.63028 0.11334 0.155 -0.246 0.640
S -4.15685 -0.80650 2.27064 -1.051 -0.615 -1.497
C -3.51134 0.49255 -0.21170 0.168 2.032 -1.009
C -5.50294 -1.91816 2.18501 -0.768 0.521 -0.755
C -6.12191 -1.90456 0.94236 1.532 0.090 0.763
C -5.42388 -1.10915 -0.02554 0.142 0.819 2.014
C -4.38500 -0.39182 0.55541 -0.727 -1.732 0.454
C -1.20282 1.36471 -0.67264 0.633 -0.418 0.058
C -1.41116 -0.76798 0.44036 0.595 0.707 -0.029
C 0.77417 0.14578 0.01578 0.399 0.322 -0.135
C -2.02537 0.35841 -0.15019 0.569 -0.411 0.225
C 0.20077 1.27703 -0.59651 -1.272 -0.175 -0.240
C -0.02424 -0.87601 0.59366 0.424 -0.108 -0.022
N 2.24836 1.90429 -1.92725 0.775 -0.137 0.317
C 1.94694 1.10651 -3.14314 0.430 -0.312 1.261
C 1.03716 2.40714 -1.17849 0.706 -0.445 -1.496
C -0.34974 -3.03864 2.01006 -0.097 0.745 -0.346
C 1.56617 -2.88098 0.52328 0.187 0.404 -0.867
C 1.47458 -1.45810 2.54481 -0.278 0.776 1.080
C 3.92091 3.56788 -0.92331 -0.920 -0.826 -0.093
C 3.37500 2.87564 -2.16848 -0.757 -0.710 0.385
C 0.65628 -2.02507 1.38910 -0.260 -0.890 0.392
H 2.44370 0.69398 -0.66760 0.516 0.727 -1.027
H 3.22632 2.19570 0.31466 0.577 0.321 -0.152
H -5.90701 -2.45545 3.05045 0.487 0.428 -0.278
H -7.01499 -2.45718 0.73320 -0.206 -0.280 -0.083
H -5.76548 -0.96858 -1.03131 0.157 0.057 -0.352
H -1.65187 2.20533 -1.18572 -0.107 0.057 0.123
H -2.03121 -1.56621 0.79823 -0.129 -0.185 0.168
H 1.35333 1.67662 -3.82285 -0.550 0.411 -0.775
H 1.39769 0.20337 -2.84197 -0.001 0.266 -0.142
H 2.86560 0.76344 -3.65426 -0.320 0.376 0.441
H 1.41558 3.03844 -0.38181 -0.036 0.258 0.155
H 0.40918 3.01804 -1.86667 0.184 -0.177 0.528
H -0.99662 -2.54140 2.72094 -0.399 0.164 0.150
H 0.16387 -3.81742 2.57355 0.244 0.040 -0.203
H -0.95737 -3.51327 1.23581 -0.028 -0.009 0.080
H 2.11243 -3.60172 1.12900 -0.103 -0.117 0.086
H 0.94207 -3.40923 -0.20912 0.374 -0.011 -0.026
H 2.30708 -2.25135 0.01748 -0.173 -0.278 -0.074
H 0.80994 -0.77954 3.14145 0.738 -0.346 -0.374
H 1.83864 -2.22951 3.24458 -0.364 -0.042 -0.383
H 2.37918 -0.93292 2.23096 -0.311 0.219 -0.148
H 3.25120 4.36552 -0.62572 -0.159 0.424 0.180
H 4.89417 3.99770 -1.14681 0.046 -0.015 0.044
H 4.20663 2.32711 -2.61295 -0.270 -0.207 -0.132
H 3.02868 3.62219 -2.85232 -0.054 0.725 -0.787
```
Forces are in eV/Å.

Values from the calculation:
- Spin multiplicity: 1
- E_HOMO: -8.69 eV
- Electronic energy: -1417.63242 Ha
- Energy relative to the best compared isomer or geometry (same formula, charge and spin): 271.93 kJ/mol

Let us look at the Mulliken charges, expressed in e, one per atom: O -0.64; O -0.70; O -0.57; S 0.00; C 0.71; C -0.43; C -0.42; C -0.69; C 0.07; C -1.31; C -0.76; C 1.18; C -0.61; C 1.20; C -0.49; N -0.09; C -1.03; C -1.11; C -2.06; C -1.70; C -1.72; C -0.55; C -0.67; C 2.07; H 0.55; H 0.42; H 0.42; H 0.42; H 0.47; H 0.51; H 0.90; H 0.36; H 0.29; H 0.30; H 0.45; H 0.29; H 0.41; H 0.42; H 0.42; H 0.44; H 0.37; H 0.32; H 0.34; H 0.45; H 0.34; H 0.29; H 0.41; H 0.40; H 0.37

=====

No. 4
The molecule C3H8FN at a distorted geometry, computed with wB97M-V/def2-TZVPD.

The geometry in XYZ format:
```
13
Properties=species:S:1:pos:R:3:forces:R:3
C -1.95321 -0.95159 0.77139 1.008 -2.155 0.962
C 0.56112 -0.58136 0.17197 -1.067 1.110 3.954
C 1.31060 0.27930 -0.69558 1.938 -0.560 -3.687
H -2.89288 -0.33159 0.90040 1.399 -0.732 -0.428
H -2.18382 -2.05132 0.43181 -0.033 2.183 -0.538
H -1.57080 -1.30116 1.76041 -0.433 0.951 0.191
H -0.91980 0.73829 -0.11819 -0.475 -2.120 0.596
H 0.86262 -0.14723 1.15327 0.229 -0.690 0.337
H 0.90302 -1.57155 0.19491 0.003 -1.652 -0.455
H 1.13256 0.01464 -1.78776 -0.074 0.676 0.995
H 2.39764 0.29581 -0.57041 -0.057 -0.790 0.277
N -0.84300 -0.30283 0.06432 -1.644 1.716 -2.121
F 0.96238 1.55509 -0.43349 -0.794 2.063 -0.082
```
Forces are in eV/Å.

Values from the calculation:
- Spin multiplicity: 1
- E_HOMO: -8.15 eV
- Electronic energy: -273.66114 Ha
- Energy relative to the best compared isomer or geometry (same formula, charge and spin): 143.36 kJ/mol

Let us look at the Mulliken charges, expressed in e, one per atom: C -0.78; C -0.49; C -0.35; H 0.30; H 0.22; H 0.27; H 0.23; H 0.28; H 0.40; H 0.24; H 0.29; N -0.30; F -0.30